Computed, not measured: a molecular structure, C44H48AsClF6N4O5P2Se2Ta, with ωB97M-V/def2-TZVPD.

Output
expectation value of S² = 0.75
LUMO level (spin up / spin down) = -6.67 / -7.36 eV
HOMO level (spin up / spin down) = -12.604 / -12.604 eV
multiplicity = 2
gap between HOMO and LUMO (spin up / spin down) = 5.9 / 5.2 eV
total charge = +2
DFT total energy = -11138.37072 hartree
energy above the lowest of the compared OMol25 structures with the same formula, charge and spin = 151.9 kJ/mol
F_max = 0.0109 Eh/bohr

```
114
C44H48AsClF6N4O5P2Se2Ta ωB97M-V/def2-TZVPD
Ta -1.20890 -0.58120 -1.18682
O -5.29921 -0.57231 -0.91532
C -4.14946 -0.62161 -0.63180
O -3.12623 -0.50305 -1.51745
C -3.59178 -0.84428 0.74690
C -4.28560 -1.21279 1.88201
C -3.54987 -1.46892 3.03636
C -2.15699 -1.38262 3.02381
C -1.55621 -1.00468 1.84291
N -2.27016 -0.73974 0.75268
C -0.08795 -1.00062 1.54007
O 0.77338 -1.29603 2.31051
O 0.12804 -0.68136 0.25328
H -5.36191 -1.30758 1.84750
H -4.06060 -1.76538 3.94258
H -1.54998 -1.60080 3.89197
Se -0.72035 0.31346 -3.57561
P -1.68794 2.14443 -2.83424
Se -1.18710 1.96718 -0.69984
C -3.45343 2.12434 -3.11448
C -4.02512 1.25717 -4.04049
C -5.39527 1.29704 -4.24877
C -6.17992 2.19191 -3.53676
C -5.60362 3.05761 -2.61439
C -4.23731 3.02952 -2.39871
C -0.95960 3.60371 -3.55620
C -1.09776 3.76686 -4.93556
C -0.59900 4.90946 -5.53323
C 0.02068 5.88404 -4.75838
C 0.15131 5.71837 -3.38779
C -0.33633 4.57187 -2.77696
H -3.41490 0.54436 -4.57987
H -5.84877 0.62273 -4.96140
H -7.24887 2.21469 -3.69822
H -6.22029 3.75340 -2.06280
H -3.78906 3.70461 -1.67853
H -1.59177 3.01255 -5.53780
H -0.69770 5.04409 -6.60095
H 0.40257 6.77899 -5.22976
H 0.63301 6.48011 -2.79118
H -0.22181 4.43759 -1.70838
F -1.20199 -2.91014 -0.40918
P -0.76304 -3.58634 -1.88296
F -1.94043 -2.59806 -2.46345
F -0.27330 -3.88485 -3.32587
F -1.69638 -4.79649 -1.69901
F 0.51149 -4.18371 -1.20363
F 0.17544 -1.98935 -1.98046
C 5.11464 6.89814 2.87748
C 5.26358 5.71595 3.84923
C 4.64276 6.16058 5.18327
C 6.76082 5.47250 4.06571
C 4.57691 4.43148 3.25597
O 4.80296 4.37735 1.83308
C 5.12194 3.09211 3.78382
C 4.95291 2.67596 5.25080
C 3.64948 1.97385 5.52626
C 2.68067 2.50500 6.36608
C 1.46744 1.85720 6.56568
C 1.23274 0.66570 5.90894
Cl -0.31108 -0.13050 6.09119
C 2.19368 0.08969 5.09306
C 3.39398 0.74989 4.91164
C 3.06214 4.56842 3.40280
N 2.27557 3.47309 2.84385
C 2.35616 2.82552 1.67675
N 1.38516 1.93037 1.57801
C 0.71605 2.09744 2.74976
N 1.21587 3.01669 3.53788
H 5.49866 7.79812 3.35837
H 4.07579 7.08826 2.60934
H 5.67610 6.75928 1.95464
H 5.25112 6.96079 5.60488
H 4.59491 5.36637 5.92619
H 3.63885 6.56345 5.04897
H 7.24294 6.41164 4.33620
H 7.26010 5.10898 3.16314
H 6.95161 4.75930 4.86729
H 5.73770 4.54406 1.66922
H 6.18460 3.07287 3.53710
H 4.67304 2.31722 3.15708
H 5.08056 3.51214 5.93653
H 5.76822 1.98280 5.47483
H 2.86708 3.44125 6.87892
H 0.71246 2.28210 7.21163
H 1.98865 -0.85786 4.61512
H 4.16537 0.30846 4.28962
H 2.73934 5.49612 2.93149
H 2.77960 4.59828 4.45135
H 3.11252 3.05347 0.94787
H -0.15526 1.53372 3.04283
C 4.40538 -3.23206 -0.23314
As 3.17434 -1.81595 0.20147
C 3.10320 -0.58730 -1.27619
C 3.66961 -0.88100 1.83379
C 5.11262 -0.50630 1.68530
C 6.11586 -1.34273 2.17748
C 7.44852 -0.99706 2.02804
C 7.79336 0.17935 1.37311
C 6.80053 1.01547 0.87876
C 5.46653 0.67457 1.03199
H 5.36741 -2.79144 -0.49668
H 3.99946 -3.77838 -1.08180
H 4.52165 -3.89435 0.62081
H 4.10611 -0.19963 -1.45896
H 2.42952 0.22484 -1.00472
H 2.74362 -1.11776 -2.15542
H 3.47604 -1.55598 2.66535
H 2.98890 -0.03224 1.89505
H 5.84978 -2.25387 2.70088
H 8.21960 -1.64301 2.42440
H 8.83454 0.44458 1.25283
H 7.06550 1.93613 0.37619
H 4.69281 1.33844 0.66600
```